(1)
Computed, not measured: a structure of composition C46H117F4HgN9O26S4, with ωB97M-V with the def2-TZVPD basis set.

DFT total energy (eV): -174612.280
E_LUMO (eV): -1.8
Largest force on an atom (hartree/bohr): 0.2135

Geometry as ORCA input:
```
! RIJCOSX wB97M-V def2-TZVPD def2/J DEFGRID3
* xyz 0 1
Hg -2.873 -2.437 0.595
N -2.268 -3.833 -1.029
S -1.954 -5.330 -1.211
O -0.577 -5.769 -0.792
O -2.664 -6.130 -2.222
F -2.788 -5.698 0.080
S -1.931 -3.483 -2.620
O -3.147 -3.401 -3.484
O -0.608 -3.881 -3.089
F -1.611 -1.920 -2.350
N -1.680 -0.618 0.699
S -0.023 -0.607 0.349
O 0.856 -0.787 1.518
O 0.467 0.027 -0.917
F -0.097 -2.139 -0.128
S -1.690 0.900 0.877
O -1.723 1.830 -0.277
O -1.199 1.388 2.155
F -3.246 0.961 1.166
C -5.510 4.019 -1.972
C -5.269 3.984 -0.431
O -6.480 3.917 0.277
O -5.841 5.359 -2.405
H -6.306 3.372 -2.339
H -4.612 3.758 -2.533
H -4.624 4.797 -0.098
H -4.755 3.068 -0.142
H -7.016 4.661 -0.007
H -6.748 5.468 -2.110
C -0.101 -4.964 2.960
C -0.971 -3.710 3.026
O -2.088 -3.960 2.174
O -0.777 -6.133 3.321
H 0.679 -4.798 3.701
H 0.316 -5.032 1.955
H -0.434 -2.782 2.830
H -1.294 -3.600 4.061
H -2.458 -4.803 2.443
H -0.229 -6.921 3.359
C 3.945 -0.554 1.034
O 5.255 -0.009 0.871
C 5.811 -0.250 -0.377
C 5.111 0.567 -1.504
N 5.647 0.377 -2.881
C 5.089 1.378 -3.790
C 5.379 1.200 -5.215
O 4.708 0.112 -5.809
C 4.877 -0.009 -7.255
H 3.236 -0.019 0.401
H 3.736 -0.519 2.103
H 3.920 -1.605 0.748
H 5.872 -1.319 -0.582
H 6.827 0.140 -0.318
H 5.138 1.611 -1.192
H 4.075 0.238 -1.584
H 5.376 -0.524 -3.249
H 5.456 2.300 -3.340
H 3.999 1.368 -3.772
H 6.451 1.136 -5.402
H 5.118 2.117 -5.744
H 5.884 0.086 -7.661
H 4.088 0.543 -7.767
H 4.701 -1.058 -7.493
C -6.721 -1.265 -4.397
O -5.761 -0.409 -4.992
C -6.029 0.985 -4.893
C -4.777 1.810 -5.344
N -3.689 1.548 -4.444
C -2.482 2.340 -4.823
C -1.219 1.911 -4.048
O -0.677 0.685 -4.643
C 0.446 0.104 -4.040
H -7.575 -1.370 -5.066
H -7.145 -0.876 -3.471
H -6.329 -2.266 -4.222
H -6.249 1.333 -3.884
H -6.843 1.287 -5.553
H -4.976 2.874 -5.464
H -4.556 1.484 -6.360
H -3.417 0.576 -4.480
H -2.622 3.417 -4.729
H -2.305 2.148 -5.881
H -1.487 1.817 -2.996
H -0.441 2.674 -4.089
H 0.263 -0.837 -3.521
H 1.062 0.700 -3.365
H 0.938 -0.323 -4.913
C 7.279 -3.138 1.011
O 7.950 -3.056 -0.176
C 7.951 -4.188 -1.041
C 6.812 -4.243 -2.046
N 6.876 -3.307 -3.139
C 5.889 -3.510 -4.245
C 4.436 -3.370 -3.758
O 4.265 -2.062 -3.214
C 2.884 -2.025 -2.823
H 6.205 -3.246 0.861
H 7.492 -2.261 1.621
H 7.660 -3.997 1.564
H 7.903 -5.094 -0.436
H 8.872 -4.109 -1.618
H 5.906 -3.883 -1.558
H 6.662 -5.256 -2.419
H 6.921 -2.343 -2.840
H 5.935 -4.517 -4.661
H 6.169 -2.827 -5.047
H 4.138 -4.164 -3.073
H 3.804 -3.542 -4.629
H 2.742 -2.687 -1.969
H 2.193 -2.259 -3.633
H 2.565 -1.037 -2.490
C 2.045 0.978 6.654
O 1.662 0.874 5.279
C 1.204 -0.445 4.945
C 2.488 -1.318 4.707
N 2.298 -2.409 3.750
C 3.534 -3.105 3.477
C 3.346 -4.133 2.271
O 2.552 -3.675 1.159
C 2.534 -4.553 0.114
H 1.186 0.957 7.325
H 2.572 1.931 6.695
H 2.801 0.276 7.006
H 0.620 -0.370 4.028
H 0.566 -0.880 5.714
H 2.705 -1.800 5.660
H 3.377 -0.757 4.416
H 1.962 -2.051 2.868
H 3.864 -3.755 4.288
H 4.351 -2.396 3.343
H 2.775 -4.898 2.797
H 4.313 -4.450 1.880
H 1.718 -4.253 -0.543
H 2.277 -5.565 0.426
H 3.379 -4.315 -0.533
C 2.454 3.256 -1.925
O 1.882 4.493 -1.599
C 0.497 4.685 -1.991
C 0.000 5.887 -1.104
N 0.373 5.846 0.281
C -0.201 4.748 1.110
C 0.813 4.077 2.099
O 1.739 3.293 1.381
C 2.691 2.576 2.180
H 3.529 3.214 -1.746
H 2.167 2.894 -2.912
H 2.033 2.464 -1.305
H -0.106 3.796 -1.808
H 0.499 4.745 -3.079
H -1.055 6.127 -1.232
H 0.352 6.827 -1.530
H 1.319 5.505 0.194
H -0.520 3.935 0.458
H -1.116 5.119 1.572
H 0.239 3.387 2.717
H 1.323 4.849 2.675
H 3.150 3.299 2.854
H 3.510 2.063 1.676
H 2.211 1.858 2.845
C -2.889 -0.968 3.658
O -3.662 -1.493 2.583
C -4.808 -2.184 3.016
C -5.781 -2.398 1.796
N -5.057 -3.372 0.964
C -5.574 -3.354 -0.378
C -5.507 -1.985 -1.180
O -4.411 -1.163 -0.807
C -4.047 -0.196 -1.822
H -3.025 -1.346 4.672
H -3.188 0.073 3.782
H -1.818 -0.975 3.456
H -5.291 -1.658 3.839
H -4.511 -3.133 3.461
H -5.920 -1.381 1.429
H -6.792 -2.648 2.115
H -5.140 -4.329 1.278
H -6.618 -3.665 -0.417
H -4.959 -4.019 -0.984
H -6.412 -1.441 -0.908
H -5.388 -2.242 -2.232
H -4.761 0.619 -1.705
H -4.086 -0.614 -2.828
H -3.040 0.202 -1.696
C -5.655 1.759 3.695
O -4.563 2.577 4.078
C -4.803 3.979 3.906
C -3.421 4.610 3.589
N -2.500 5.006 4.674
C -1.991 3.750 5.307
C -0.669 4.115 6.012
O 0.231 4.454 4.971
C 1.539 4.869 5.479
H -5.654 1.742 2.605
H -6.590 2.216 4.017
H -5.603 0.729 4.049
H -5.340 4.397 4.757
H -5.407 4.152 3.015
H -3.569 5.548 3.054
H -2.856 3.977 2.905
H -1.615 5.280 4.272
H -1.735 2.956 4.605
H -2.718 3.366 6.023
H -0.465 3.252 6.646
H -0.796 4.931 6.724
H 1.939 4.059 6.087
H 1.464 5.802 6.038
H 2.204 5.003 4.626
*
```

=====

(2)
Computed, not measured: a structure of composition C32H19BrF4InN6PS2, with ωB97M-V with the def2-TZVPD basis set.

DFT total energy (eV): -159479.888
E_LUMO (eV): 3.6
Relative energy (zero: lowest compared OMol25 entry of this formula, charge and spin) (eV): 0.000
Largest force on an atom (hartree/bohr): 0.0066

Geometry as ORCA input:
```
! RIJCOSX wB97M-V def2-TZVPD def2/J DEFGRID3
* xyz -2 1
In 1.007 1.279 -1.093
F -3.456 -6.390 -1.322
C -3.169 -5.086 -1.399
C -4.044 -4.225 -2.030
F -5.175 -4.702 -2.566
C -3.734 -2.880 -2.103
F -4.613 -2.099 -2.737
C -2.570 -2.352 -1.561
P -2.195 -0.532 -1.567
C -3.802 0.050 -0.904
C -4.779 0.736 -1.613
C -5.920 1.196 -0.969
C -6.099 0.965 0.385
C -5.130 0.276 1.101
C -3.984 -0.168 0.463
C -2.244 -0.180 -3.364
C -2.312 1.148 -3.788
C -2.233 1.463 -5.137
C -2.055 0.464 -6.083
C -1.950 -0.856 -5.669
C -2.043 -1.173 -4.322
C -1.697 -3.244 -0.928
Br -0.081 -2.674 -0.145
C -1.999 -4.595 -0.851
F -1.181 -5.465 -0.250
H -4.656 0.926 -2.671
H -6.646 1.773 -1.527
H -6.980 1.345 0.888
H -5.250 0.110 2.165
H -3.210 -0.670 1.034
H -2.404 1.941 -3.058
H -2.299 2.499 -5.442
H -1.985 0.713 -7.135
H -1.793 -1.645 -6.394
H -1.950 -2.210 -4.022
S 3.096 2.070 1.160
C 3.496 0.341 1.246
S 2.518 -0.837 0.546
C 4.749 0.075 1.805
C 5.541 1.079 2.431
N 6.202 1.868 2.955
C 5.329 -1.224 1.763
N 5.849 -2.255 1.742
C -0.790 0.658 1.860
C -0.439 2.003 2.424
C -1.235 2.557 3.419
C -0.957 3.803 3.957
C 0.125 4.515 3.470
C 0.936 3.999 2.465
C 2.045 4.852 1.910
C 0.676 2.716 1.946
N 1.455 2.195 0.889
H -1.558 0.180 2.473
H 0.083 0.009 1.812
H -1.187 0.752 0.844
H -2.093 1.993 3.772
H -1.591 4.223 4.729
H 0.338 5.508 3.853
H 1.863 5.902 2.146
H 2.104 4.740 0.825
H 3.020 4.574 2.313
N -5.075 4.784 -1.470
C -4.237 4.338 -0.796
N -3.358 3.848 0.047
C -2.345 3.171 -0.402
N -1.437 2.537 -0.774
*
```